# 1
Formula: C18H19AsN2O9RhS4
Source: OMol25
Level of theory: ωB97M-V/def2-TZVPD

Computed properties:
Energy above the lowest of the compared OMol25 structures with the same formula, charge and spin (kcal per mole): 24.3
HOMO-LUMO gap (eV): 7.2
Net charge: -1
HOMO energy (hartree): -0.204

```
54
Properties=species:S:1:pos:R:3:forces:R:3:mulliken_charge:R:1
Rh -0.3248 -0.9316 0.8830 0.716 -0.790 -0.029 0.505
O -0.8688 3.4879 1.8105 0.041 -0.001 -0.097 -0.752
As -0.2484 2.5846 0.3659 0.113 -0.104 0.285 0.743
O 1.3108 3.1112 0.3138 0.018 0.025 -0.109 -0.908
O -0.3690 1.0614 1.0784 -0.718 0.027 0.207 0.277
C -1.4965 3.3279 -0.9199 0.116 0.003 0.081 0.362
C -2.2420 4.4470 -0.5544 -0.014 0.016 -0.054 -0.704
C -2.9534 5.1463 -1.5178 0.021 -0.030 0.020 -0.561
C -2.9047 4.7480 -2.8483 0.038 -0.045 0.009 -0.537
C -2.1686 3.6314 -3.2087 -0.145 -0.055 -0.028 -0.786
C -1.4860 2.9111 -2.2398 0.092 -0.067 -0.003 -0.111
S -0.6342 1.4087 -2.6963 -0.255 -0.053 -0.321 1.244
O 0.1846 1.1672 -1.4886 -0.331 0.254 -0.424 -0.426
O 0.1539 1.7249 -3.8708 0.095 0.055 0.061 -0.787
O -1.6766 0.4323 -2.8951 0.113 0.193 -0.113 -0.644
H -0.0740 3.9390 2.1217 -0.018 0.044 -0.022 0.286
H -2.2471 4.7685 0.4754 0.013 -0.003 0.040 0.474
H -3.5304 6.0164 -1.2290 -0.011 -0.010 -0.006 0.362
H -3.4433 5.3073 -3.6040 0.009 0.001 0.004 0.360
H -2.1169 3.2970 -4.2367 -0.015 0.001 -0.004 0.417
C 3.4508 0.0958 -1.1085 0.014 -0.024 0.002 -1.211
C 3.9430 -1.1524 -1.4308 -0.021 0.008 -0.002 -0.616
C 3.1990 -2.2777 -1.1045 -0.039 -0.024 -0.080 -0.857
C 1.9741 -2.1105 -0.4824 -0.027 0.037 -0.037 0.387
N 1.5134 -0.8903 -0.1634 0.124 -0.143 0.353 1.145
C 2.2277 0.1953 -0.4593 0.046 0.035 0.076 -0.313
C 1.1238 -3.2528 -0.0684 0.037 0.013 0.034 0.760
C 1.3161 -4.5404 -0.5312 0.017 -0.042 0.075 -0.976
C 0.5188 -5.5629 -0.0338 0.032 0.002 -0.027 -0.485
C -0.4422 -5.2721 0.9092 -0.020 0.039 0.018 -0.933
C -0.6200 -3.9502 1.2892 0.058 -0.049 0.105 -0.113
N 0.1441 -2.9742 0.8146 -0.217 0.278 -0.251 0.628
H 3.9882 1.0036 -1.3418 0.005 -0.003 -0.004 0.535
H 4.9009 -1.2595 -1.9234 -0.002 -0.004 -0.010 0.406
H 3.5698 -3.2682 -1.3224 0.015 0.006 -0.019 0.351
H 1.8279 1.1655 -0.1757 0.277 -0.185 0.073 0.394
H 2.0642 -4.7421 -1.2829 0.004 -0.003 0.005 0.374
H 0.6477 -6.5745 -0.3962 0.004 0.000 0.001 0.411
H -1.0989 -6.0306 1.3086 0.005 -0.005 0.004 0.403
H -1.3996 -3.6467 1.9735 -0.022 0.011 -0.027 0.554
C -0.4005 0.3439 3.9117 -0.054 -0.015 0.007 -0.803
S 0.6388 -0.7887 2.9809 0.064 0.184 0.027 0.236
C 2.0839 0.2686 2.8045 -0.012 0.025 0.030 -0.778
H 0.0489 0.4915 4.8930 0.000 0.031 -0.002 0.432
H -1.3763 -0.1262 4.0166 0.010 -0.006 0.014 0.346
H -0.5023 1.2718 3.3498 -0.001 -0.026 -0.021 0.074
H 1.8149 1.1419 2.2085 0.005 0.008 0.009 0.130
H 2.8655 -0.3060 2.3114 -0.003 0.004 -0.011 0.243
H 2.4216 0.5615 3.7979 0.010 -0.006 -0.001 0.496
O -2.8157 -3.4064 -0.1955 0.004 0.021 -0.017 -0.640
S -2.7515 -1.9568 -0.2628 0.151 0.033 -0.005 1.139
O -1.3986 -1.5116 -0.8041 -0.205 0.308 0.139 -0.458
O -3.8658 -1.3199 -0.8920 -0.037 0.064 -0.011 -0.619
S -2.4768 -1.2055 1.6701 -0.100 -0.034 0.055 -0.456
```
Positions in Å, forces in eV/Å.

=====

# 2
Formula: C18H19BCl5NiO6P
Source: OMol25
Level of theory: ωB97M-V/def2-TZVPD

Computed properties:
Multiplicity: 3
HOMO-LUMO gap (alpha / beta) (eV): 8.3 / 7.5
HOMO energy (alpha / beta) (hartree): -0.292 / -0.300

```
51
Properties=species:S:1:pos:R:3:forces:R:3:mulliken_charge:R:1
Ni -0.6205 -0.3862 0.0264 -0.116 0.113 -0.058 -0.363
Cl 2.9200 -5.1598 -3.8715 0.003 -0.004 -0.003 -0.195
C 2.3724 -3.7906 -2.9834 -0.007 -0.003 0.004 0.390
C 1.1156 -3.7928 -2.3931 0.047 0.049 -0.006 -0.228
Cl 0.0875 -5.1633 -2.5401 -0.020 -0.014 0.000 -0.196
C 0.6919 -2.6783 -1.6821 -0.070 -0.064 0.003 0.918
Cl -0.8906 -2.6741 -0.9448 0.071 0.060 0.003 -0.151
C 1.4732 -1.5226 -1.5158 0.031 0.005 0.000 -0.324
O 1.0788 -0.4803 -0.8585 0.007 -0.049 -0.047 -0.444
C 2.7472 -1.5569 -2.1293 -0.013 0.001 0.014 0.330
Cl 3.7436 -0.1643 -1.9484 -0.003 0.008 0.001 -0.193
C 3.1834 -2.6595 -2.8441 0.003 -0.005 -0.002 0.056
Cl 4.7418 -2.6435 -3.5720 0.001 0.001 0.002 -0.180
O -0.3907 1.2620 2.6527 -0.018 0.044 -0.096 -0.251
B -0.3849 0.0151 2.0057 0.020 -0.018 0.095 0.262
O -0.0491 -0.9760 2.9381 0.005 -0.011 -0.011 -0.361
C 0.1616 -0.3349 4.1326 -0.002 0.026 0.025 0.855
C 0.5202 -0.8688 5.3497 -0.002 0.008 -0.009 -1.001
C 0.6665 0.0291 6.4054 0.000 -0.002 0.009 -0.459
C 0.4595 1.3937 6.2324 0.001 0.001 0.004 -0.564
C 0.0970 1.9215 4.9943 0.001 -0.007 0.008 -0.960
C -0.0443 1.0234 3.9614 -0.003 -0.016 -0.001 0.519
H 0.6809 -1.9305 5.4737 -0.001 -0.003 -0.007 0.469
H 0.9486 -0.3442 7.3808 0.001 0.000 0.000 0.377
H 0.5842 2.0602 7.0753 0.000 0.000 0.001 0.376
H -0.0623 2.9812 4.8494 -0.004 -0.001 -0.013 0.467
C -3.4128 4.0421 1.0413 -0.013 0.027 0.066 -1.444
C -2.8632 2.6765 0.7163 0.039 -0.039 -0.128 0.078
O -1.8787 2.8360 -0.3352 -0.065 -0.026 0.084 -0.197
P -1.3489 1.5345 -1.1136 0.050 -0.124 -0.021 1.267
O -2.4682 1.1931 -2.1916 0.026 0.051 0.036 -0.389
C -2.9892 2.2081 -3.0882 0.016 -0.023 -0.029 -0.204
C -4.4418 2.4610 -2.7663 -0.018 0.012 0.001 -1.029
O -0.2074 2.1908 -2.0011 0.019 0.023 0.051 -0.391
C 1.0173 2.6072 -1.3323 -0.027 -0.061 -0.024 0.194
C 1.1172 4.1113 -1.3657 0.017 0.032 0.016 -1.367
H -4.1276 3.9664 1.8615 -0.002 -0.001 -0.005 0.415
H -3.9198 4.4792 0.1809 0.014 -0.013 -0.016 0.319
H -2.6098 4.7125 1.3467 0.007 -0.010 0.000 0.321
H -3.6565 2.0094 0.3655 0.001 0.010 0.012 0.413
H -2.3752 2.2200 1.5754 0.019 0.005 0.051 0.103
H -2.8598 1.8132 -4.0947 -0.014 -0.002 0.005 0.405
H -2.3926 3.1157 -2.9981 -0.005 0.002 0.006 0.245
H -5.0157 1.5367 -2.8266 0.001 -0.003 0.004 0.284
H -4.8636 3.1754 -3.4745 0.011 0.001 -0.004 0.381
H -4.5471 2.8737 -1.7623 -0.010 0.000 -0.009 0.146
H 1.8279 2.1154 -1.8636 0.012 0.023 -0.015 0.209
H 1.0233 2.2233 -0.3088 -0.006 0.018 0.005 0.107
H 1.1176 4.4740 -2.3936 -0.004 -0.007 -0.005 0.337
H 2.0453 4.4299 -0.8888 0.003 -0.009 -0.003 0.393
H 0.2806 4.5646 -0.8344 -0.001 -0.003 0.003 0.256
```
Positions in Å, forces in eV/Å.

=====

# 3
Formula: C18H19BN2O5
Source: OMol25
Level of theory: ωB97M-V/def2-TZVPD

Computed properties:
Energy above the lowest of the compared OMol25 structures with the same formula, charge and spin (kcal per mole): 0.0
Structure (SMILES): CC(C)OCCOc1nc(Oc2ccc3c(c2)COB3O)ccc1C#N
HOMO-LUMO gap (eV): 8.7
HOMO energy (hartree): -0.323

```
45
Properties=species:S:1:pos:R:3:forces:R:3:mulliken_charge:R:1
C -0.6547 2.4104 -3.5459 0.450 0.053 1.788 -1.251
C 0.7218 1.9977 -2.9049 -0.209 1.411 -1.194 0.305
C 1.4324 1.3220 -4.0517 0.602 -0.648 -0.848 -1.121
O 0.5066 1.1329 -1.8117 -1.644 0.488 -0.444 -0.307
C 1.5599 0.9061 -0.9623 1.665 -2.833 0.541 -0.543
C 1.5465 1.7303 0.2947 -1.051 1.696 0.163 -0.348
O 2.5459 1.4941 1.2904 -0.763 -1.948 1.273 -0.362
C 2.1221 0.6930 2.3618 0.370 0.683 -1.860 0.276
N 0.9616 0.0728 2.2741 -0.311 -0.211 0.055 -0.113
C 0.5410 -0.6683 3.2817 -1.322 -0.975 -0.125 0.442
O -0.6699 -1.5015 3.3288 2.211 2.153 -0.657 -0.376
C -1.4564 -1.6284 2.2023 -0.996 -0.157 0.109 0.470
C -2.6840 -2.3344 2.3374 1.016 1.012 -1.430 -0.816
C -3.4581 -2.5721 1.2101 0.859 -0.218 0.122 -0.829
C -3.0051 -2.1613 -0.0297 1.592 0.713 -1.497 -0.171
C -1.7399 -1.5414 -0.1565 -2.521 0.678 0.438 0.331
C -1.0799 -1.1248 0.9788 1.629 -0.925 -1.420 0.554
C -1.4231 -1.2276 -1.5901 0.880 -0.293 -0.986 0.334
O -2.5005 -1.6729 -2.4436 -2.064 -0.463 2.752 -0.498
B -3.4739 -2.1771 -1.4976 -0.964 -1.612 -1.397 0.519
O -4.6750 -2.8169 -1.8870 1.615 1.633 -0.932 -0.579
C 1.2497 -0.7142 4.4502 -1.169 -1.147 1.319 -0.638
C 2.3944 -0.0015 4.5837 1.573 -0.497 0.418 -0.497
C 2.9506 0.5991 3.4682 -0.590 1.080 0.424 0.237
C 4.1154 1.4001 3.5840 -0.896 -0.832 -0.539 0.048
N 5.0405 2.0573 3.5888 1.527 1.035 0.221 -0.494
H -1.1941 2.8147 -2.6976 -0.562 0.392 -0.020 0.323
H -1.1202 1.4362 -3.7285 -0.243 0.418 -0.764 0.305
H -0.6551 3.1815 -4.3780 0.305 -1.381 0.922 0.383
H 1.2320 2.8837 -2.4791 0.047 -0.140 -0.669 0.259
H 2.4824 1.0327 -3.8786 -0.292 0.297 -0.008 0.356
H 0.8890 0.3669 -4.2819 0.342 0.865 0.098 0.242
H 1.3630 1.9974 -4.9473 0.298 -0.762 0.770 0.391
H 1.3972 -0.1742 -0.6407 0.781 0.949 -0.401 0.316
H 2.5327 1.0175 -1.4857 -0.352 -0.294 0.269 0.245
H 0.5325 1.5517 0.7505 0.915 0.959 -0.481 0.471
H 1.8055 2.7663 -0.0150 -0.894 -0.317 0.418 0.174
H -3.0301 -2.6236 3.2762 -0.247 -0.620 1.487 0.519
H -4.2938 -3.2375 1.2436 -0.760 0.105 0.336 0.460
H -0.1139 -0.6851 0.7862 -0.360 0.119 0.458 -0.241
H -0.5880 -1.8546 -1.9217 0.356 0.264 0.198 0.175
H -1.1754 -0.1864 -1.8391 -0.192 -0.375 0.463 -0.135
H -4.7621 -2.6166 -2.8427 -0.278 -0.465 0.583 0.289
H 0.8441 -1.3541 5.2196 0.107 0.205 0.319 0.477
H 2.9868 0.0101 5.5056 -0.461 -0.095 -0.274 0.417
```
Positions in Å, forces in eV/Å.

=====

# 4
Formula: C18H19Br2NZn
Source: OMol25
Level of theory: ωB97M-V/def2-TZVPD

Computed properties:
HOMO-LUMO gap (eV): 3.8
HOMO energy (hartree): -0.212

```
41
Properties=species:S:1:pos:R:3:forces:R:3:mulliken_charge:R:1
C 2.5430 3.2086 -0.1057 0.519 -0.313 -0.002 -0.796
N 1.2176 2.6339 0.1767 -0.097 -0.941 0.619 0.145
C 0.0706 3.5445 0.0457 -0.297 0.225 -0.362 -0.832
C 1.1248 1.4262 0.7039 0.482 0.804 0.119 -0.857
C -0.1313 0.8036 1.0687 -1.118 -0.460 0.287 0.596
C -1.2477 0.8277 0.1963 0.334 0.196 0.418 -0.235
C -2.4771 0.3291 0.6075 0.139 -0.147 0.139 -0.749
C -2.6198 -0.2422 1.8799 0.332 0.170 -0.105 -0.363
C -1.5172 -0.3046 2.7420 -0.155 -0.004 -0.225 -0.625
C -0.2836 0.2026 2.3478 0.249 0.316 -0.766 -0.223
H 2.4008 4.2048 -0.5220 0.175 -0.209 0.015 0.285
H 3.1449 3.2778 0.8153 -0.323 0.008 -0.268 0.347
H 3.0925 2.5769 -0.8201 -0.294 0.234 0.185 0.322
H 0.4858 4.5291 -0.1826 -0.283 -0.186 0.078 0.311
H -0.5975 3.2437 -0.7708 0.290 0.191 0.245 0.302
H -0.5156 3.6047 0.9750 0.301 -0.229 -0.260 0.368
H 2.0795 0.9809 1.0198 -0.498 0.017 -0.274 0.758
H -1.1271 1.2477 -0.8016 -0.115 -0.271 0.215 0.519
H -3.3257 0.3762 -0.0726 0.197 -0.080 0.154 0.379
H -3.5880 -0.6424 2.1931 0.385 0.144 -0.104 0.388
H -1.6262 -0.7677 3.7206 0.071 0.133 -0.200 0.395
H 0.5798 0.1752 3.0094 -0.208 -0.133 -0.038 0.370
Br 0.9175 -3.2721 -5.6680 0.041 0.016 -0.150 -0.316
Zn 2.7591 -3.4481 -4.3477 -0.383 0.210 0.885 0.384
Br 4.8986 -3.8529 -3.7561 0.035 0.010 -0.073 -0.280
C 1.3125 -2.9733 -1.9776 0.454 -0.272 -0.709 -1.845
C 1.6063 -1.5879 -2.0879 0.252 -0.446 0.221 -0.471
C 2.3804 -1.2022 -0.9649 -0.006 0.253 -0.021 -0.906
C 2.6121 -2.3657 -0.1558 -0.635 -0.510 -0.113 0.354
C 1.9546 -3.4863 -0.7998 -0.006 0.631 -0.060 1.055
C 1.9795 -4.7753 -0.2404 0.195 0.388 0.603 -0.496
C 2.5787 -4.9360 1.0149 -0.346 -0.301 -0.629 -0.437
C 3.1751 -3.8468 1.6751 0.097 0.599 -0.230 -0.599
C 3.2231 -2.5748 1.0929 -0.259 -0.334 -0.063 -0.451
H 0.6287 -3.5649 -2.5891 0.135 0.356 0.068 0.654
H 1.3389 -0.9744 -2.9551 -0.093 -0.072 0.522 0.412
H 2.7861 -0.2083 -0.7435 0.062 -0.410 -0.392 0.695
H 1.5101 -5.6086 -0.7732 0.168 0.227 0.289 0.381
H 2.5739 -5.9276 1.4834 0.073 0.446 -0.139 0.344
H 3.6062 -4.0050 2.6570 0.064 0.026 -0.048 0.362
H 3.6916 -1.7207 1.5819 0.065 -0.280 0.170 0.351
```
Positions in Å, forces in eV/Å.

=====

- What is the formula in the fourth record?
  C18H19Br2NZn

=====

- Number 2 is which compound?
  C18H19BCl5NiO6P